(1)
64
Properties=species:S:1:pos:R:3:lowdin_charge:R:1 method="wB97M-V/def2-TZVPD" total_charge=+1 e_homo_ev=-10.586 orbital_gap_ev=7.4
Pb 0.8806 1.1108 -0.5845 1.334
Te -2.1539 -0.5605 -1.1069 1.331
Si 1.4513 -2.8669 -1.9176 0.382
O 2.5622 5.0346 0.2873 0.067
N 0.4952 1.5608 1.8313 -0.035
N 0.4114 -2.0219 -0.7723 -0.105
N 3.2610 1.8411 -0.9838 -0.037
N 1.0915 3.3068 -0.1175 -0.172
C 3.3969 3.1683 -0.8754 -0.193
C 0.1802 3.8022 0.9024 -0.169
C 4.5654 3.8152 -1.2338 0.021
C -6.5335 1.3255 0.0596 -0.076
C 0.1793 1.0138 4.1320 -0.039
C 0.3770 -4.0194 -2.9103 -0.159
C 2.0303 -1.5272 -3.0904 -0.181
C 2.9017 -3.7201 -1.1095 -0.170
C 4.2888 1.1148 -1.4403 -0.127
C -2.4506 -3.6240 1.7667 -0.068
C -4.0388 0.2264 -0.5073 -0.544
C -0.3809 -2.5244 0.1001 -0.450
C 2.2839 3.9478 -0.1937 -0.498
C -0.2279 2.3203 4.3805 -0.027
C -4.9616 -0.4908 0.2480 -0.141
C 5.4844 1.6877 -1.8241 -0.033
C -1.4580 -1.6331 0.7117 -0.454
C 0.1377 2.8293 2.0697 -0.242
C 5.6200 3.0664 -1.7270 -0.020
C 0.5359 0.6788 2.8457 -0.132
C -6.1997 0.0666 0.5425 -0.073
C -1.3798 -4.4490 1.2262 -0.034
C -5.6310 2.0210 -0.7319 -0.081
C -0.3810 -3.9317 0.4963 -0.030
C -0.2399 3.2337 3.3436 0.006
C -4.3847 1.4768 -1.0121 -0.167
C -2.4705 -2.3069 1.5541 -0.131
H 3.7588 -3.7296 -1.7909 0.036
H -7.4994 1.7573 0.2901 0.109
H -3.1989 -4.0864 2.3989 0.113
H 0.8803 -0.3223 2.6055 0.117
H -0.0597 -4.8277 -2.3162 0.031
H -3.1888 -1.6827 2.0691 0.105
H 2.6736 -4.7602 -0.8572 0.031
H 3.2054 -3.2106 -0.1891 0.033
H 0.2253 0.2726 4.9193 0.116
H -6.9118 -0.4937 1.1358 0.110
H 1.1652 -0.9555 -3.4467 0.033
H 6.5433 3.5480 -2.0236 0.121
H -5.8970 2.9929 -1.1319 0.110
H 2.7526 -0.8273 -2.6546 -0.016
H -0.4426 -3.4511 -3.3596 0.038
H 0.5190 4.7700 1.2624 0.121
H -0.8289 3.9283 0.4999 0.129
H 2.5061 -1.9795 -3.9683 0.045
H -3.6833 2.0331 -1.6265 0.088
H 0.4277 -4.5558 0.1324 0.097
H 4.6201 4.8880 -1.1058 0.129
H -1.0313 -0.7981 1.2701 0.048
H 4.1406 0.0403 -1.4897 0.098
H 0.9567 -4.4725 -3.7220 0.043
H -0.5192 2.6209 5.3796 0.121
H -0.5243 4.2659 3.5103 0.129
H -1.3815 -5.5084 1.4593 0.117
H 6.2884 1.0636 -2.1909 0.116
H -4.7394 -1.4927 0.5807 0.081

(2)
106
Properties=species:S:1:pos:R:3:lowdin_charge:R:1 method="wB97M-V/def2-TZVPD" total_charge=-2 e_homo_ev=-2.459 orbital_gap_ev=5.9
Cs -0.2850 -2.1316 0.0784 0.863
Se 0.9114 0.9385 0.4629 0.316
Se -6.3764 3.2798 -1.6828 0.215
S -1.3518 -5.3953 -1.4859 0.489
S 1.0314 -3.8647 2.7304 0.515
S 0.1716 -7.8556 -2.3802 0.755
P -0.8731 2.0557 0.4794 0.563
P -4.3603 3.4558 -1.0939 0.505
O 1.2160 -3.7965 4.1690 -0.338
O -0.3217 -3.6297 2.2553 -0.583
N 1.4363 -1.4491 -2.7965 0.111
N -3.2627 -0.1848 -1.4852 -0.061
N -4.0550 0.8620 -1.6109 -0.027
N 1.1573 -5.5605 -2.6132 -0.153
N 1.9748 -2.9467 1.8673 -0.204
N 3.3876 -1.3119 0.2389 0.117
N 1.1996 -4.2017 -2.5880 -0.006
N -2.1451 0.1500 -0.8634 -0.121
C 0.1197 6.3861 -0.7352 -0.087
C -3.4396 1.9215 -1.0402 -0.474
C -3.0875 1.0917 3.7577 -0.082
C -4.0735 6.0580 2.0992 -0.096
C -4.8060 3.4331 1.6095 -0.103
C -3.8981 5.8533 -2.4486 -0.119
C 3.3281 -2.9891 1.9760 -0.272
C -2.2013 1.4573 -0.5624 -0.470
C -3.2931 6.6483 -3.4058 -0.089
C -0.7169 6.1697 0.3465 -0.085
C 6.1672 -1.3831 0.1131 -0.043
C 1.8720 -7.8209 2.8706 -0.100
C 3.2807 -0.3730 -4.5710 -0.095
C -2.6513 1.2333 2.4484 -0.082
C -2.2507 6.1412 -4.1743 -0.097
C 1.8533 -7.1691 0.5510 -0.083
C 1.5221 -0.1417 -2.9859 -0.182
C 1.4111 -5.5481 2.2596 -0.264
C 0.6475 5.3019 -1.4292 -0.086
C -1.5707 2.0589 2.1578 -0.339
C 5.4553 -0.5641 -0.7114 -0.068
C -4.5155 5.2587 3.1423 -0.087
C 5.4700 -3.8010 2.8276 -0.104
C -4.8813 3.9429 2.8947 -0.079
C 2.2445 -2.2517 -3.4972 -0.269
C 4.0777 -2.1479 1.0585 -0.143
C 3.1892 -1.7404 -4.3911 -0.044
C -3.9787 5.5406 0.8150 -0.117
C 1.5754 -6.5159 3.2398 -0.077
C -1.0429 4.8737 0.7290 -0.097
C -1.8200 4.8399 -3.9781 -0.084
C 2.1028 -3.7017 -3.3412 -0.126
C -1.3788 2.6124 4.4928 -0.080
C 6.1903 -3.0499 1.9414 -0.088
C -0.9248 2.7345 3.1905 -0.095
C 0.3275 4.0124 -1.0456 -0.112
C -2.4597 1.7871 4.7785 -0.091
C 2.4239 0.4549 -3.8626 -0.089
C -0.5389 3.7895 0.0257 -0.327
C -2.4104 4.0486 -3.0011 -0.074
C 1.5441 -5.8644 0.9128 -0.044
C 4.0680 -3.7721 2.8581 -0.036
C -3.4418 4.5539 -2.2190 -0.335
C 4.0505 -0.5581 -0.5972 -0.169
C -4.3410 4.2223 0.5611 -0.346
C 0.0221 -6.0753 -2.1504 -1.193
C -1.2717 -8.4895 -1.5128 -0.483
C 5.4942 -2.2031 1.0457 -0.174
C 2.0125 -8.1439 1.5268 -0.095
H -5.2169 3.3090 3.7046 0.102
H -3.9148 0.4284 3.9775 0.109
H -2.0758 3.0292 -2.8532 0.105
H 4.0069 0.0430 -5.2602 0.095
H -2.7977 1.6721 5.8011 0.098
H -3.5958 6.1628 0.0192 0.085
H 2.7568 -4.3517 -3.9296 0.105
H 7.2734 -3.0845 1.9141 0.091
H -4.7592 6.2187 -1.9034 0.097
H -0.8727 3.1403 5.2914 0.099
H 1.3095 5.4656 -2.2703 0.102
H -2.1850 -8.1127 -1.9652 0.003
H 2.4549 1.5315 -3.9708 0.091
H 3.4614 0.1041 -1.2241 0.069
H -1.2496 -8.1945 -0.4654 0.017
H -3.7826 7.0848 2.2867 0.099
H -1.1231 7.0082 0.8998 0.101
H -3.1404 0.6860 1.6520 0.108
H -1.7876 6.7582 -4.9346 0.095
H 0.7589 3.1592 -1.5559 0.082
H 0.8454 0.4651 -2.3936 0.051
H 2.2488 -9.1612 1.2355 0.093
H -1.2211 -9.5768 -1.6002 0.015
H -1.6918 4.7121 1.5787 0.089
H -3.6507 7.6571 -3.5718 0.096
H 2.0005 -8.5824 3.6317 0.090
H -1.0201 4.4321 -4.5831 0.105
H 5.9421 0.0737 -1.4389 0.092
H 1.9575 -7.4196 -0.4966 0.053
H 3.8316 -2.4220 -4.9352 0.100
H 3.5450 -4.3682 3.5911 0.087
H 5.9883 -4.4462 3.5295 0.094
H 1.4745 -6.2292 4.2783 0.103
H 1.4239 -5.1080 0.1448 0.090
H -4.5698 5.6567 4.1481 0.097
H 0.3674 7.3965 -1.0367 0.097
H -0.0496 3.3352 2.9729 0.110
H 7.2512 -1.4191 0.0711 0.104
H -5.1043 2.4107 1.4098 0.109

Respective energy above the lowest of the compared OMol25 structures with the same formula, charge and spin values: 0.924; 0.395 eV.
Respective E values: -56891.7462; -249789.5318 eV.